[1]
{"formula": "C2H2N2O3", "method": "the ωB97M-V functional and the def2-TZVPD basis", "symbols": ["C", "C", "N", "N", "O", "O", "O", "H", "H"], "coordinates": [[-0.02, -0.46, 1.62], [0.30, 0.89, 1.16], [-0.23, -1.57, 1.86], [-0.78, -0.11, -1.27], [-1.66, -0.61, -1.84], [0.39, -0.75, -1.79], [1.33, 1.22, 0.66], [-0.55, 1.63, 1.14], [1.21, -0.23, -1.54]], "mulliken_charge": [0.34, 0.07, -0.29, 0.36, -0.37, -0.39, -0.37, 0.28, 0.37], "smiles": "N#CC=O.O=NO", "charge": 0, "e_lumo_ev": -0.987, "largest_force_ev_per_a": 2.32, "homo_lumo_gap_ev": 10.15}

[2]
{"formula": "C2H2N2O4", "method": "the ωB97M-V functional and the def2-TZVPD basis", "symbols": ["C", "C", "N", "N", "O", "O", "O", "O", "H", "H"], "coordinates": [[2.08, -0.28, -0.05], [-1.62, -0.02, -0.28], [-1.64, -1.18, -0.13], [-1.27, 1.27, 0.14], [-1.57, 2.21, -0.54], [1.84, -1.09, -0.89], [-1.68, -2.33, -0.14], [-0.60, 1.22, 1.18], [1.93, -0.45, 0.98], [2.52, 0.66, -0.27]], "mulliken_charge": [-0.15, -0.03, 0.72, 0.83, -0.47, -0.39, -0.58, -0.47, 0.27, 0.27], "smiles": "O=[N+]([O-])C#[N+][O-].C=O", "charge": 0, "e_lumo_ev": -1.411, "largest_force_ev_per_a": 2.26, "homo_lumo_gap_ev": 9.05}

[3]
{"formula": "C2H2N2OS", "method": "the ωB97M-V functional and the def2-TZVPD basis", "symbols": ["C", "C", "H", "H", "N", "N", "O", "S"], "coordinates": [[-0.15, 0.48, 0.29], [0.69, -1.22, -0.71], [-2.23, 1.98, 0.13], [0.87, -1.93, -1.43], [-0.36, -0.15, -0.78], [1.23, -1.10, 0.47], [0.85, 0.06, 1.14], [-0.91, 1.89, 0.89]], "mulliken_charge": [0.57, -0.05, 0.19, 0.43, -0.44, -0.26, -0.14, -0.30], "smiles": "Sc1ncno1", "charge": 0, "e_lumo_ev": 0.278, "largest_force_ev_per_a": 7.91, "homo_lumo_gap_ev": 9.97}

[4]
{"formula": "C2H2N2OS", "method": "the ωB97M-V functional and the def2-TZVPD basis", "symbols": ["C", "C", "H", "H", "N", "N", "O", "S"], "coordinates": [[0.10, 0.12, 0.20], [-0.18, -0.35, -1.78], [-0.63, -1.98, 1.53], [-0.02, -0.95, -2.86], [0.31, -0.86, -0.72], [-0.30, 1.15, -0.34], [-0.45, 0.92, -1.66], [0.30, -0.32, 1.97]], "mulliken_charge": [0.44, 0.18, 0.18, 0.30, -0.45, -0.30, -0.09, -0.24], "charge": 0, "e_lumo_ev": -1.237, "largest_force_ev_per_a": 6.09, "homo_lumo_gap_ev": 8.64}

[5]
{"formula": "C2H2N2OS", "method": "the ωB97M-V functional and the def2-TZVPD basis", "symbols": ["C", "C", "H", "H", "N", "N", "O", "S"], "coordinates": [[0.64, -1.15, 0.03], [-0.61, 1.24, -0.05], [1.40, -1.92, -0.19], [-1.04, 2.15, -0.42], [-0.59, -1.39, -0.15], [0.66, 1.21, -0.01], [1.21, -0.01, 0.49], [-1.66, -0.13, 0.30]], "mulliken_charge": [0.18, -0.06, 0.34, 0.40, -0.35, -0.29, -0.21, -0.01], "smiles": "C1=NOC=NS1", "charge": 0, "e_lumo_ev": 0.392, "largest_force_ev_per_a": 0.81, "homo_lumo_gap_ev": 9.50}

[6]
{"formula": "C2H2N2OS2", "method": "the ωB97M-V functional and the def2-TZVPD basis", "symbols": ["C", "C", "H", "H", "N", "N", "O", "S", "S"], "coordinates": [[0.95, 0.11, 0.00], [-1.15, 0.14, -0.01], [3.17, 0.58, 0.01], [-2.44, -1.74, 0.01], [0.62, 1.35, 0.00], [-0.78, 1.37, 0.00], [-0.11, -0.73, -0.01], [2.54, -0.62, 0.00], [-2.79, -0.46, 0.00]], "mulliken_charge": [0.55, 0.60, 0.17, 0.15, -0.33, -0.38, -0.29, -0.25, -0.22], "smiles": "Sc1nnc(S)o1", "charge": 0, "e_lumo_ev": 0.512, "largest_force_ev_per_a": 0.63, "homo_lumo_gap_ev": 9.57}

[7]
{"formula": "C2H2N3O2", "method": "the ωB97M-V functional and the def2-TZVPD basis", "symbols": ["C", "C", "N", "N", "N", "O", "O", "H", "H"], "coordinates": [[-0.31, 1.15, -0.04], [-0.61, -0.27, 0.45], [1.68, -0.50, -0.41], [1.10, -1.57, -0.76], [0.71, -1.04, 0.51], [-1.16, 2.05, 0.00], [0.74, 1.20, -0.78], [-1.19, -0.69, -0.47], [-0.95, -0.33, 1.51]], "mulliken_charge": [0.42, -0.23, 0.14, -0.39, -0.17, -0.69, -0.57, 0.21, 0.28], "smiles": "O=C([O-])CN1N=N1", "charge": -1, "e_lumo_ev": [4.550, 4.550], "largest_force_ev_per_a": 3.30, "homo_lumo_gap_ev": [8.71, 8.71]}

[8]
{"formula": "C2H2N3S2", "method": "the ωB97M-V functional and the def2-TZVPD basis", "symbols": ["C", "C", "N", "N", "N", "S", "S", "H", "H"], "coordinates": [[0.17, -1.19, 0.02], [1.86, 1.00, 0.07], [-0.33, 0.04, 0.01], [0.62, 1.09, -0.06], [1.43, -1.49, 0.03], [2.20, -2.85, 0.00], [3.26, 1.83, -0.02], [-0.58, -1.91, -0.13], [-0.08, 1.79, 0.10]], "mulliken_charge": [0.11, 0.00, -0.89, 0.20, -0.30, -0.42, -0.42, 0.44, 0.28], "charge": -1, "e_lumo_ev": [3.345, 3.147], "largest_force_ev_per_a": 3.45, "homo_lumo_gap_ev": [6.09, 5.68]}

[9]
{"formula": "C2H2N3S2", "method": "the ωB97M-V functional and the def2-TZVPD basis", "symbols": ["C", "C", "N", "N", "N", "S", "S", "H", "H"], "coordinates": [[-2.41, -0.39, -0.01], [-1.08, -0.20, 0.07], [0.20, 1.83, 0.25], [2.31, -0.37, -0.08], [-0.48, 0.95, 0.20], [-3.89, -0.71, -0.15], [2.79, 1.08, -0.23], [-0.43, -1.08, 0.04], [3.01, -1.11, -0.07]], "mulliken_charge": [0.08, 0.35, -0.39, -0.28, 0.59, -0.13, 0.12, 0.39, 0.27], "charge": 1, "e_lumo_ev": [-5.793, -5.793], "largest_force_ev_per_a": 4.09, "homo_lumo_gap_ev": [6.60, 6.61]}

[10]
{"formula": "C2H2N4", "method": "the ωB97M-V functional and the def2-TZVPD basis", "symbols": ["C", "C", "N", "N", "N", "N", "H", "H"], "coordinates": [[1.06, 0.38, 0.92], [-1.11, -1.21, 0.79], [2.13, 0.15, 1.31], [-1.62, -2.10, 0.29], [-0.01, 0.83, -0.97], [-0.02, 0.76, 0.36], [-0.98, 0.95, -1.25], [0.55, 0.25, -1.45]], "mulliken_charge": [0.51, 0.04, -0.32, -0.34, -0.22, -0.22, 0.32, 0.23], "charge": 0, "e_lumo_ev": [-2.798, -3.152], "largest_force_ev_per_a": 6.02, "homo_lumo_gap_ev": [8.58, 7.32]}

[11]
{"formula": "C2H2N4", "method": "the ωB97M-V functional and the def2-TZVPD basis", "symbols": ["C", "N", "N", "N", "C", "N", "H", "H"], "coordinates": [[0.12, 0.67, -0.97], [0.37, -0.74, -0.96], [0.86, -1.07, 0.34], [-0.52, -1.28, 0.33], [-0.21, -0.03, 0.97], [-0.19, 1.13, 0.17], [0.04, 1.22, -1.91], [-0.47, 0.09, 2.03]], "mulliken_charge": [0.05, -0.17, -0.21, -0.25, 0.27, -0.41, 0.36, 0.36], "smiles": "C1=NC2n3n1n32", "charge": 0, "e_lumo_ev": -0.316, "largest_force_ev_per_a": 2.29, "homo_lumo_gap_ev": 9.31}

[12]
{"formula": "C2H2N4O", "method": "the ωB97M-V functional and the def2-TZVPD basis", "symbols": ["C", "C", "H", "H", "N", "N", "N", "N", "O"], "coordinates": [[1.28, -0.17, -1.07], [-0.64, -0.78, 0.32], [2.16, 0.59, -1.01], [-0.63, -1.80, 0.10], [0.21, 0.09, -0.19], [-1.43, -0.14, 1.18], [-0.91, 1.13, 1.26], [0.04, 1.24, 0.52], [1.16, -1.16, -1.75]], "mulliken_charge": [0.23, 0.03, 0.33, 0.44, 0.44, -0.38, -0.26, -0.39, -0.46], "smiles": "O=Cn1cnnn1", "charge": 0, "e_lumo_ev": -0.437, "largest_force_ev_per_a": 5.03, "homo_lumo_gap_ev": 10.73}

For the records above, the corresponding relative energy (zero: lowest compared OMol25 entry of this formula, charge and spin) values read 4.068, 6.732, 2.321, 4.229, 2.431, 0.270, 3.952, 3.645, 1.358, 5.437, 5.041, 0.227 eV.
For the records above, the corresponding E values read -11224.7375, -13268.4440, -17966.6555, -17964.7476, -17966.5450, -28803.3540, -10668.8476, -28244.3169, -28235.2154, -8060.6946, -8061.0906, -10112.0779 eV.